# 1
Density functional theory data (wB97M-V/def2-TZVPD) for a structure of composition C32H46N11O2PdS.

Structure (ORCA input):
```
! RIJCOSX wB97M-V def2-TZVPD def2/J DEFGRID3
* xyz 3 3
C 3.256 -1.717 2.831
C 1.511 3.124 -0.224
H -1.156 -2.876 1.277
H 1.168 1.003 -4.778
S 0.633 0.935 -1.703
H -0.798 -2.003 -4.243
C -2.450 0.255 1.446
C 2.754 1.563 -3.406
H -1.154 0.600 -3.532
C -0.819 4.189 5.278
N -2.186 -2.834 -2.125
C 0.872 1.746 -0.123
H 2.218 -1.514 2.608
H 1.263 4.030 5.789
H -3.138 2.240 -0.886
H -5.731 -1.575 -3.886
C -4.090 -2.960 -3.695
H -2.037 -0.190 -5.504
C -0.560 1.651 4.131
H -2.877 -3.304 -1.544
H 2.245 3.206 1.818
H -2.859 4.053 4.649
N 2.944 2.080 5.330
H -4.584 -3.579 -2.941
C -3.962 -0.677 -4.746
N -3.242 2.286 1.197
H -3.881 2.221 3.651
H 2.632 0.010 -4.911
C 3.325 0.242 4.297
C 3.958 -0.880 3.725
H 2.391 2.577 -3.240
N -4.525 -0.905 -2.328
H -0.130 1.802 0.311
H -4.379 -3.395 -4.655
N 1.913 -3.251 0.845
H 2.274 -2.341 -1.039
C -2.987 1.717 0.045
C -4.656 -1.549 -3.713
H -1.897 -2.497 -5.500
H 2.986 0.853 -1.346
H 2.604 1.642 -5.561
H -0.434 0.658 3.714
Pd -0.990 -0.896 -1.473
H -2.126 -0.636 1.960
C 1.599 3.779 1.147
H -3.199 0.643 4.010
N -2.497 0.448 0.135
C -2.998 1.597 3.522
H 5.739 -3.902 2.180
H 0.612 3.859 1.609
H 3.836 -3.837 0.388
N 3.874 1.203 5.068
C 3.896 -2.788 2.263
N 0.826 -3.436 1.627
C 1.572 -2.589 -0.259
C -2.569 -3.035 -3.556
H 0.918 3.733 -0.907
O 0.001 1.932 -2.623
H 2.508 3.048 -0.666
H -3.532 -0.742 -2.082
O 2.024 0.509 4.076
C 5.930 -2.235 3.497
H -0.948 5.168 5.716
H -2.665 1.021 -3.433
C 5.303 -1.137 4.055
H -1.328 -3.352 -1.952
C 3.223 -3.718 1.282
N 0.270 -2.328 -0.243
C -1.860 -2.060 -4.499
H 1.458 1.047 0.485
C 2.359 0.676 -2.221
C -0.133 -2.872 0.939
H 3.075 -4.708 1.714
H -4.953 -1.487 -1.608
H 6.958 -2.462 3.742
N -2.892 1.336 2.089
N -2.083 0.186 -3.425
C -1.898 3.553 4.672
H -2.274 -4.044 -3.851
H 3.844 1.616 -3.401
C 5.234 -3.046 2.613
C -2.441 -0.649 -4.598
H 2.444 -0.378 -2.496
C 0.408 3.562 5.320
C -1.784 2.276 4.104
C 2.258 1.021 -4.737
H 2.015 4.782 1.080
C 0.544 2.289 4.729
H -4.230 -1.098 -5.718
H -4.372 0.337 -4.750
H 5.821 -0.479 4.740
H -5.004 -0.003 -2.309
C 1.809 1.664 4.733
*
```

Properties
E_HOMO (alpha / beta): -15.2 / -15.8 eV
<S²>: 2.042
energy above the lowest of the compared OMol25 structures with the same formula, charge and spin: 0.00 kcal per mole
DFT total energy: -2524.9458 a.u.

---

# 2
Density functional theory data (wB97M-V/def2-TZVPD) for a cluster of 2 separate species, C3H12N2O in total in a non-equilibrium geometry.

Structure (ORCA input):
```
! RIJCOSX wB97M-V def2-TZVPD def2/J DEFGRID3
* xyz 0 1
H 0.702 -2.656 0.553
H -2.003 -2.111 2.109
H -0.774 -2.748 -0.224
H -1.365 -4.491 1.042
H -0.161 2.063 -0.383
C -0.976 -1.926 1.814
N -0.142 3.995 -1.167
C -0.347 -2.836 0.788
N 1.393 2.035 -1.715
H 2.190 2.610 -1.970
C 0.590 2.766 -0.750
H -0.799 -0.874 1.532
H -0.366 -1.883 2.718
H 1.255 3.054 0.061
H -0.617 3.802 -2.051
H 0.627 4.588 -1.488
O -0.466 -4.207 1.192
H 0.884 1.935 -2.595
*
```

Properties
E_HOMO: -9.5 eV
energy above the lowest of the compared OMol25 structures with the same formula, charge and spin: 19.20 kcal per mole
SMILES: CCO.NCN
DFT total energy: -306.2133 a.u.

---

# 3
Density functional theory data (wB97M-V/def2-TZVPD) for a cluster of 6 separate species, C29H26F40O7S in total in a non-equilibrium geometry.

Structure (ORCA input):
```
! RIJCOSX wB97M-V def2-TZVPD def2/J DEFGRID3
* xyz 0 1
F 0.691 3.379 -3.314
H -0.317 2.784 -0.740
H -0.401 8.536 0.599
F 1.668 -6.411 -0.789
F 4.740 -4.891 -3.742
F -0.237 -2.403 2.448
O 0.567 -4.112 3.588
F 4.435 -7.572 -3.204
O -0.449 6.692 -0.241
F 7.992 8.112 2.506
F -7.062 -5.372 -1.546
C 4.630 8.730 1.812
C -2.399 6.065 0.929
F -0.669 1.778 -3.858
F 3.481 7.096 3.122
F -2.078 -5.164 3.683
F 5.631 7.224 3.387
F -6.957 -2.884 -1.063
C 3.613 -5.347 -3.119
O -2.519 7.032 -1.480
O 1.514 -4.073 -2.414
C -4.623 -3.288 -1.489
F -1.751 4.264 -4.233
C 6.791 9.162 0.767
F -0.265 -4.341 1.507
F -4.398 0.375 -1.429
F -0.020 -6.556 4.670
C 7.478 6.636 0.703
F 1.818 -7.452 3.943
F -6.053 -1.870 -2.744
C 0.769 -6.660 3.573
C -7.072 -5.975 -0.340
H 7.470 6.576 -0.390
C 0.040 -7.383 2.432
F -1.007 -6.688 1.947
C -1.860 -3.903 3.261
H 2.246 -5.167 3.871
F -8.345 -5.906 0.121
C -2.131 0.819 -0.839
O -0.797 0.816 -1.300
S 1.156 7.227 2.066
H -1.448 6.921 2.904
H -4.416 -3.232 0.701
F -0.458 -8.565 2.868
F 6.297 6.182 1.161
F 3.880 -5.298 -1.791
F 4.564 7.931 0.732
F 8.420 5.773 1.157
H 3.326 -6.840 -4.679
H -5.604 -1.450 -0.857
H 0.344 -5.106 -0.107
C 3.394 -6.792 -3.587
F 2.288 -7.357 -3.069
H 7.379 10.076 0.644
F -0.686 -4.233 -2.299
C -0.461 2.749 -2.937
H 0.726 -7.594 1.605
C -4.257 -3.921 -0.131
H -3.175 -4.078 -0.154
F -4.794 -4.273 -2.403
H -6.812 -7.025 -0.487
H 4.396 8.651 3.975
F -2.793 -3.642 2.311
F -3.036 0.825 -3.059
C 0.489 -5.771 -0.960
C -0.445 -3.715 2.690
F 0.382 -5.768 -3.366
C 4.530 7.960 3.141
H -2.924 -0.840 -2.000
F -0.476 -6.722 -0.936
F -2.143 0.061 0.283
F 3.578 9.577 1.712
C -1.884 6.661 -0.487
C 0.441 -4.979 -2.277
F -6.035 -6.066 1.772
F -6.505 -4.091 1.052
C -0.180 2.087 -1.571
H 1.681 8.512 2.163
F 8.997 8.406 0.605
C -3.117 0.222 -1.856
H -1.334 4.651 -2.333
C -0.345 7.459 1.010
F -2.462 2.065 -0.446
H 2.011 -4.547 -4.400
H -2.026 -3.233 4.107
C 2.488 -4.340 -3.439
O -4.782 -5.229 0.157
H 0.890 1.860 -1.565
C -5.813 -2.319 -1.488
O 5.786 9.533 1.728
C 1.354 -5.270 3.246
F -2.774 3.308 -2.586
C -1.733 7.232 1.849
H 6.354 8.982 -0.219
C -1.581 3.797 -2.972
H -2.326 8.193 1.688
C 7.800 8.064 1.166
F -3.522 -2.581 -1.905
H -1.856 5.090 1.178
C -6.101 -5.313 0.652
H 2.984 -3.375 -3.579
H -3.528 6.059 0.809
H 1.729 -5.211 2.221
*
```

Properties
E_HOMO: -9.8 eV
SMILES: FC(F)C(F)(F)COC(F)(F)C(F)F.FC(F)C(F)(F)COC(F)(F)C(F)F.FC(F)C(F)(F)COC(F)(F)C(F)F.FC(F)C(F)(F)COC(F)(F)C(F)F.FC(F)C(F)(F)COC(F)(F)C(F)F.O=C1CC[C@@H](S)O1
DFT total energy: -6040.0797 a.u.